{"formula": "C2H4BrNO3", "method": "the ωB97M-V functional and the def2-TZVPD basis", "elements": ["O", "N", "O", "O", "H", "C", "C", "Br", "H", "H", "H"], "positions_angstrom": [[-3.0882, -1.7261, 0.6950], [-2.5838, -0.9667, -0.0094], [-1.4716, -0.8965, -0.3748], [-3.3769, 0.0992, -0.4437], [-2.9453, 0.9607, -0.5450], [1.2677, 0.1109, 0.3109], [0.1565, 0.6193, 0.7608], [-0.6479, 1.9399, -0.2837], [2.0716, -0.5656, 0.8567], [1.5440, 0.5451, -0.6431], [-0.3013, 0.3205, 1.6299]], "forces_ev_per_a": [[-2.08, -2.25, 1.68], [0.50, 3.51, -1.01], [2.28, -0.96, -1.19], [-2.69, -0.61, 0.18], [1.31, -0.49, 0.07], [2.99, -0.72, 0.27], [1.10, 0.08, -0.70], [-0.51, 0.84, -0.05], [-2.34, 1.27, -1.10], [0.66, -0.45, -0.06], [-1.21, -0.21, 1.91]], "charge": 0, "total_energy_ha": -2932.89711, "de_lowest_kj_mol": 288.12, "homo_energy_ev": -9.85, "spin_multiplicity": 1, "smiles": "O=[N+]([O-])O.C=CBr"}

---

{"formula": "C16H24ClN3O4S", "method": "the ωB97M-V functional and the def2-TZVPD basis", "elements": ["C", "C", "N", "C", "C", "C", "C", "C", "N", "C", "O", "C", "C", "C", "N", "S", "C", "O", "O", "C", "Cl", "C", "C", "O", "C", "H", "H", "H", "H", "H", "H", "H", "H", "H", "H", "H", "H", "H", "H", "H", "H", "H", "H", "H", "H", "H", "H", "H", "H"], "positions_angstrom": [[0.2809, 2.2084, 4.1111], [1.5374, 1.3133, 4.3314], [1.2376, -0.1181, 4.0662], [0.5904, -0.8938, 5.1339], [0.1061, -2.1356, 4.3960], [0.4685, -1.9640, 2.9450], [0.6598, -0.4913, 2.7690], [1.6152, -0.1045, 1.6151], [1.0742, -0.4634, 0.3333], [0.3130, 0.3461, -0.4794], [0.2437, 1.5416, -0.2028], [-0.2829, -0.1138, -1.7336], [-0.7476, 0.8640, -2.6315], [-1.2921, 0.5082, -3.8649], [-1.6636, 1.3968, -4.8696], [-0.5812, 2.6015, -5.4704], [-1.0094, 4.0801, -4.6073], [0.8204, 2.2239, -5.2554], [-0.8920, 2.7208, -6.9022], [-1.4949, -0.8540, -4.1163], [-2.1562, -1.3583, -5.6546], [-1.1870, -1.8470, -3.1916], [-0.4927, -1.5072, -1.9762], [0.0097, -2.4364, -1.0865], [-0.1512, -3.8305, -1.4136], [0.4898, 3.2632, 4.2925], [-0.4948, 1.9504, 4.7951], [-0.1289, 2.1577, 3.0976], [1.8581, 1.4045, 5.3675], [2.3655, 1.6433, 3.7296], [-0.2574, -0.3405, 5.5616], [1.2995, -1.1357, 5.9812], [-0.9960, -2.1677, 4.4744], [0.5290, -3.0323, 4.8346], [1.4071, -2.4724, 2.7148], [-0.3167, -2.3538, 2.2659], [-0.3414, -0.0595, 2.6250], [2.6081, -0.5907, 1.6851], [1.8262, 0.9604, 1.6725], [1.0993, -1.3928, -0.0012], [-0.5740, 1.9208, -2.3915], [-2.0700, 0.9236, -5.6701], [-2.0995, 4.1587, -4.5440], [-0.6142, 4.0404, -3.5811], [-0.6014, 4.9300, -5.1516], [-1.3927, -2.8732, -3.5030], [0.2720, -4.4398, -0.6164], [0.3387, -4.1041, -2.3874], [-1.2120, -4.0770, -1.4962]], "forces_ev_per_a": [[0.99, 0.30, -0.41], [-1.85, -0.61, -0.08], [0.90, 0.55, 0.22], [0.77, 0.61, 0.08], [-1.20, -0.25, 0.71], [-0.03, -0.91, -1.04], [0.80, 0.61, 0.54], [0.03, 0.01, 0.38], [-1.22, 0.48, -1.60], [1.90, 2.01, 2.03], [-0.52, 0.10, 0.03], [-0.81, -1.89, -0.45], [0.40, -0.26, -0.29], [0.25, -0.83, 0.38], [0.60, 1.88, -0.37], [2.02, -1.87, -2.93], [-0.41, -0.01, 0.79], [-2.13, 0.69, 1.00], [-0.71, 0.22, 2.25], [0.08, -0.34, 0.60], [0.04, -0.03, 0.28], [0.98, 0.02, 0.91], [-0.67, 0.55, -1.76], [-0.48, -0.27, -0.80], [-0.05, 0.04, -0.95], [0.23, 0.03, 0.03], [-0.65, -0.40, 0.55], [0.23, -0.18, 0.06], [0.03, -0.12, 0.09], [0.31, 0.09, -0.42], [0.00, -0.06, 0.13], [-0.58, 0.37, -0.94], [0.45, -0.29, 0.14], [-0.14, -0.24, -0.02], [0.03, -0.08, -0.03], [0.46, 0.09, 0.32], [0.10, 0.40, -0.31], [-0.60, -0.05, 0.41], [-0.23, 0.13, -0.36], [0.33, -1.01, 0.34], [-0.08, -0.63, 0.07], [0.03, 0.29, -0.11], [0.22, -0.09, -0.22], [0.04, -0.05, -0.43], [0.13, -0.20, -0.06], [0.15, 0.31, 0.36], [0.13, 0.40, 0.05], [-0.28, 0.44, 0.86], [-0.01, 0.06, 0.03]], "charge": 0, "total_energy_ha": -1947.65957, "homo_energy_ev": -8.13, "spin_multiplicity": 1, "smiles": "CCN1CCC[C@@H]1CNC(=O)c1cc(NS(C)(=O)=O)c(Cl)cc1OC"}

---

{"formula": "C33H66F9N3O7", "method": "the ωB97M-V functional and the def2-TZVPD basis", "elements": ["C", "C", "O", "C", "O", "C", "F", "F", "F", "H", "H", "H", "H", "H", "C", "C", "O", "C", "O", "C", "F", "F", "F", "H", "H", "H", "H", "H", "C", "C", "O", "C", "O", "C", "F", "F", "F", "H", "H", "H", "H", "H", "C", "C", "N", "C", "C", "C", "C", "H", "H", "H", "H", "H", "H", "H", "H", "H", "H", "H", "H", "H", "H", "H", "C", "C", "N", "C", "C", "C", "C", "H", "H", "H", "H", "H", "H", "H", "H", "H", "H", "H", "H", "H", "H", "H", "C", "C", "N", "C", "C", "C", "C", "H", "H", "H", "H", "H", "H", "H", "H", "H", "H", "H", "H", "H", "H", "H", "C", "C", "C", "O", "H", "H", "H", "H", "H", "H"], "positions_angstrom": [[-0.3684, 1.9183, -2.3549], [-1.0968, 2.3517, -1.0985], [-1.8433, 1.2666, -0.5415], [-2.2948, 1.3595, 0.6843], [-2.0807, 2.2599, 1.4430], [-3.0446, 0.0777, 1.1183], [-2.4214, -0.5021, 2.1254], [-4.2921, 0.3559, 1.4765], [-3.1582, -0.7333, 0.0510], [0.2736, 1.0795, -2.0889], [0.1891, 2.7289, -2.8204], [-1.0975, 1.6575, -3.1258], [-1.8530, 3.0935, -1.3687], [-0.3726, 2.7869, -0.4105], [-3.5581, -3.3953, 2.0060], [-4.2570, -4.7318, 2.2282], [-4.1800, -5.1211, 3.5864], [-4.8945, -6.2068, 3.9045], [-5.5908, -6.8199, 3.1657], [-4.8550, -6.5010, 5.3982], [-4.4755, -7.7522, 5.6250], [-4.0313, -5.6668, 6.0628], [-6.0683, -6.3143, 5.9583], [-2.6104, -3.2794, 2.5280], [-4.2189, -2.5840, 2.3190], [-3.3496, -3.2103, 0.9540], [-3.6564, -5.4716, 1.6781], [-5.2157, -4.7905, 1.7125], [-3.8248, 6.2692, 1.2899], [-4.4731, 4.9581, 1.6803], [-4.0727, 4.7256, 3.0514], [-4.4912, 3.6003, 3.5990], [-5.2909, 2.8568, 3.1245], [-3.7152, 3.2432, 4.8749], [-2.6104, 3.9742, 4.9996], [-4.4469, 3.4273, 5.9615], [-3.3195, 1.9809, 4.8033], [-2.7363, 6.2376, 1.3035], [-4.1533, 7.0122, 2.0199], [-4.1260, 6.6322, 0.3092], [-4.1263, 4.1057, 1.1016], [-5.5583, 5.0044, 1.6084], [2.1032, -4.2812, -3.5706], [2.0587, -3.9610, -2.0592], [0.7112, -3.6398, -1.5708], [0.7969, -3.2492, -0.1790], [-0.4878, -2.5633, 0.3014], [-0.3153, -4.5978, -1.9487], [-0.2478, -5.9456, -1.2619], [3.1613, -4.4389, -3.7827], [1.6058, -3.5411, -4.1921], [1.6062, -5.2374, -3.7370], [2.4193, -4.8698, -1.5520], [2.7148, -3.1183, -1.8502], [0.9346, -4.1818, 0.4019], [1.6493, -2.6372, 0.1139], [-0.4835, -2.3479, 1.3687], [-0.5871, -1.6731, -0.3220], [-1.3373, -3.2168, 0.1097], [-0.3781, -4.7261, -3.0294], [-1.2896, -4.1301, -1.7751], [-0.2109, -5.8234, -0.1741], [0.7192, -6.4364, -1.4223], [-1.0425, -6.6342, -1.5377], [2.0566, -0.4961, 3.0923], [1.5941, 0.9586, 3.1634], [2.5038, 1.9489, 2.5768], [2.7829, 1.5745, 1.1867], [3.4121, 2.6625, 0.3305], [3.7413, 2.1742, 3.3408], [3.4180, 2.7653, 4.6989], [1.5014, -1.2427, 3.6565], [3.0911, -0.5193, 3.4487], [2.0537, -0.8108, 2.0464], [0.6728, 1.0625, 2.5827], [1.3795, 1.2257, 4.1939], [3.3815, 0.6650, 1.0564], [1.7598, 1.4552, 0.8145], [3.7732, 2.3680, -0.6601], [2.6802, 3.4026, -0.0138], [4.2370, 3.2173, 0.7787], [4.3712, 2.8716, 2.7942], [4.3234, 1.2501, 3.4716], [3.0059, 3.7752, 4.5980], [4.2890, 2.9485, 5.3400], [2.7318, 2.2833, 5.3953], [2.8370, 0.4835, -3.3094], [4.0208, 0.0147, -4.1410], [5.1119, 0.9752, -4.1379], [5.9128, 0.9564, -2.9346], [6.8382, -0.2531, -2.7397], [5.9002, 0.9330, -5.3552], [6.8560, 2.1333, -5.5006], [2.2354, -0.3562, -2.9554], [2.1627, 1.2108, -3.7698], [3.1464, 1.0752, -2.4402], [4.3618, -0.9569, -3.7554], [3.5780, -0.2419, -5.1064], [6.5297, 1.8557, -2.9727], [5.3899, 1.0289, -1.9772], [7.4076, -0.4980, -3.6409], [7.5529, -0.1610, -1.9195], [6.3560, -1.2122, -2.5162], [5.2237, 0.9169, -6.2132], [6.3950, -0.0431, -5.4855], [6.5584, 2.9919, -4.8963], [6.9530, 2.3666, -6.5575], [7.8555, 1.9763, -5.0814], [-5.9547, 2.3932, -0.7471], [-5.2621, 3.3594, -1.6808], [-5.1324, 3.0429, -3.1325], [-4.9821, 4.4623, -1.2524], [-5.1482, 1.8108, -0.2831], [-6.6358, 1.7374, -1.2798], [-6.2936, 2.9492, 0.1240], [-6.0763, 3.2270, -3.6453], [-4.8254, 1.9997, -3.2496], [-4.3663, 3.6496, -3.6131]], "forces_ev_per_a": [[-0.76, -0.45, 0.04], [-0.01, 1.33, -0.74], [0.19, -0.90, -0.65], [0.79, 0.31, 0.67], [-0.39, 0.18, 0.23], [-0.46, 0.53, -1.29], [0.17, -0.33, 0.03], [-0.24, 0.27, 0.54], [0.33, -0.56, 0.43], [0.12, -0.01, -0.44], [0.27, 0.13, 0.50], [0.08, -0.50, 0.12], [0.22, 0.30, 0.25], [-0.34, -0.19, 0.45], [-0.80, 0.48, 0.41], [2.06, -0.30, -2.18], [-0.76, -0.23, 0.81], [-0.05, 1.29, -0.23], [-0.27, -0.71, -0.43], [0.10, 0.71, 1.41], [0.04, -0.13, -0.05], [0.06, -0.42, -0.32], [0.17, -0.27, -0.56], [-0.06, -0.31, 0.18], [0.12, 0.07, 0.15], [-0.18, -0.33, -0.10], [-0.12, -0.09, 0.08], [-0.43, 0.16, 0.90], [-0.20, 0.32, 0.20], [0.24, 0.15, -0.27], [0.15, 0.04, 0.49], [0.46, 0.29, -0.77], [-0.66, -0.56, -0.04], [0.64, 0.42, -0.32], [0.24, 0.41, 0.09], [-0.49, -0.11, 0.46], [-0.24, -0.62, 0.11], [0.00, -0.22, 0.12], [0.14, 0.10, -0.04], [-0.18, -0.32, -0.06], [0.00, 0.05, -0.07], [-0.01, 0.00, 0.09], [0.06, -0.48, 1.13], [-0.97, -0.53, -0.86], [1.29, 1.17, -1.04], [-1.31, -1.36, 1.25], [0.45, -0.35, -0.66], [-0.87, 0.34, 0.15], [0.94, -0.25, 0.77], [-0.09, 0.25, -0.54], [0.30, 0.24, -0.02], [0.03, -0.02, -0.14], [0.40, 0.19, 0.18], [0.02, -0.02, 0.18], [0.09, 0.21, 0.34], [0.19, 0.15, -0.83], [0.17, 0.21, -0.06], [-0.32, 0.21, 0.32], [-0.06, 0.10, 0.01], [0.62, 0.07, -0.07], [0.02, -0.05, 0.39], [-0.58, 0.01, -0.03], [-0.14, -0.08, -0.50], [-0.07, 0.09, -0.03], [0.80, 0.17, -0.39], [-0.51, -0.06, -0.07], [1.17, -0.20, -0.19], [-0.53, 0.73, -0.32], [-0.13, 1.15, -0.82], [-0.77, -0.52, 0.62], [0.29, 1.48, 1.08], [-0.31, 0.34, 0.18], [-0.02, -0.32, -0.05], [0.09, -0.19, 0.08], [-0.19, 0.00, 0.27], [-0.07, 0.16, -0.01], [-0.19, -0.20, 0.25], [0.24, -0.67, -0.50], [0.21, -0.84, 0.33], [-0.16, 0.16, 0.71], [-0.06, -0.14, 0.19], [-0.04, 0.03, 0.00], [0.05, -0.06, -0.10], [-0.14, -0.10, -0.33], [0.32, -0.30, -0.42], [-0.11, -0.64, -0.56], [-0.27, 0.66, 0.96], [-0.60, -0.43, 0.64], [-0.92, 0.02, -0.46], [1.14, -0.27, 0.65], [0.42, -1.08, -0.45], [0.09, 0.07, -0.30], [0.43, -0.48, 0.56], [-0.02, 0.00, -0.02], [0.15, -0.31, -0.70], [0.29, -0.48, 0.19], [0.00, -0.06, 0.12], [0.73, 0.46, -0.44], [0.12, -0.02, 0.08], [-0.80, 0.26, -0.48], [0.18, 0.33, 0.04], [-0.03, 0.52, -0.05], [-0.55, 0.31, 0.01], [-0.29, 0.39, 0.22], [0.49, 0.16, 0.20], [-0.71, 0.10, -0.50], [0.10, 0.33, 0.07], [0.04, -0.54, -0.31], [1.47, 0.01, 0.06], [-1.26, 1.23, 0.60], [0.87, -0.63, -0.30], [0.55, -0.13, -0.24], [-0.13, -0.45, -0.34], [-0.25, -0.03, 0.35], [-0.75, -0.01, -0.29], [-0.10, -0.17, 0.10], [-0.33, -0.05, -0.18], [-0.08, 0.21, 0.17]], "charge": 0, "total_energy_ha": -2886.67346, "de_lowest_kj_mol": 80.26, "homo_energy_ev": -8.39, "spin_multiplicity": 1, "smiles": "CCOC(=O)C(F)(F)F.CCOC(=O)C(F)(F)F.CCOC(=O)C(F)(F)F.CCN(CC)CC.CCN(CC)CC.CCN(CC)CC.CC(C)=O"}

---

{"formula": "C6H12MgO15P2V", "method": "the ωB97M-V functional and the def2-TZVPD basis", "elements": ["O", "V", "Mg", "P", "O", "O", "O", "O", "P", "O", "O", "O", "O", "C", "O", "C", "O", "O", "C", "H", "H", "H", "H", "H", "H", "C", "O", "C", "O", "O", "C", "H", "H", "H", "H", "H", "H"], "positions_angstrom": [[-7.0893, -3.7371, 14.5516], [-8.5149, -3.0511, 14.5525], [-8.8355, -0.1296, 14.3741], [-8.7009, -1.8739, 17.1899], [-8.0081, -1.4256, 18.4644], [-8.4662, -3.3851, 16.6780], [-8.4474, -1.0983, 15.8585], [-10.2137, -2.0205, 17.5306], [-9.2388, -1.1767, 12.2702], [-7.9735, -1.5828, 13.1870], [-9.8559, -1.6037, 13.7428], [-10.0792, -2.1315, 11.4596], [-9.5896, 0.3253, 12.6338], [-5.4151, 0.8144, 16.1620], [-5.9488, 2.1167, 15.8359], [-6.7527, 2.1299, 14.7992], [-7.3723, 1.1787, 14.3993], [-6.8987, 3.3733, 14.3714], [-8.0434, 3.5780, 13.5384], [-4.5187, 0.9046, 16.7717], [-5.1155, 0.3345, 15.2293], [-6.1376, 0.2001, 16.7043], [-8.0827, 4.6228, 13.2544], [-8.9390, 3.2768, 14.0856], [-8.0818, 2.9237, 12.6630], [-12.3112, -0.0988, 16.2893], [-12.4302, 1.1852, 15.6058], [-11.2764, 1.7062, 15.2369], [-10.2524, 1.0928, 15.2681], [-11.3752, 2.9392, 14.7223], [-12.5543, 3.6889, 14.9027], [-11.4003, -0.2242, 16.8848], [-12.2664, -0.8966, 15.5463], [-13.2025, -0.2650, 16.8896], [-13.4694, 3.1013, 14.8337], [-12.6026, 4.5243, 14.2117], [-12.5754, 4.0825, 15.9276]], "forces_ev_per_a": [[-0.55, -0.42, -1.53], [0.76, 3.63, 3.36], [-0.47, 0.75, 0.86], [-4.26, -2.97, 3.05], [1.48, 0.29, -1.47], [0.88, 0.43, -1.89], [1.54, -0.66, 0.56], [0.08, 1.73, -0.74], [-4.56, -2.01, 7.10], [6.27, 0.48, -4.98], [-5.55, -3.45, 2.18], [2.14, 1.31, -2.70], [1.66, 0.36, -4.08], [0.02, -0.85, -0.08], [1.09, 0.15, 0.05], [-0.84, 0.05, 1.14], [0.70, 0.50, -0.57], [0.20, 0.37, -0.39], [-0.94, -0.75, -0.20], [-0.13, 0.63, 0.07], [-0.22, -0.20, 0.10], [-0.19, 0.06, -0.21], [0.20, 0.08, 0.12], [0.00, 0.33, 0.13], [0.51, 0.09, 0.00], [0.14, -1.19, -0.22], [-0.16, 0.58, 0.62], [-1.07, -1.15, -0.41], [0.92, 0.92, 0.10], [0.46, 0.23, -0.32], [-0.91, 0.06, 1.18], [-0.01, 0.14, 0.04], [0.15, 0.18, -0.13], [-0.07, 0.49, 0.02], [0.19, -0.20, -0.39], [0.39, -0.13, -0.24], [0.14, 0.13, -0.13]], "charge": -2, "total_energy_ha": -3191.55434, "de_lowest_kj_mol": 0.00, "homo_energy_ev": [-0.09, -0.09], "spin_multiplicity": 2}

---

- Number 4 is which compound?
  C6H12MgO15P2V

---

Copy entry 4 word for word.
{"formula": "C6H12MgO15P2V", "method": "the ωB97M-V functional and the def2-TZVPD basis", "elements": ["O", "V", "Mg", "P", "O", "O", "O", "O", "P", "O", "O", "O", "O", "C", "O", "C", "O", "O", "C", "H", "H", "H", "H", "H", "H", "C", "O", "C", "O", "O", "C", "H", "H", "H", "H", "H", "H"], "positions_angstrom": [[-7.0893, -3.7371, 14.5516], [-8.5149, -3.0511, 14.5525], [-8.8355, -0.1296, 14.3741], [-8.7009, -1.8739, 17.1899], [-8.0081, -1.4256, 18.4644], [-8.4662, -3.3851, 16.6780], [-8.4474, -1.0983, 15.8585], [-10.2137, -2.0205, 17.5306], [-9.2388, -1.1767, 12.2702], [-7.9735, -1.5828, 13.1870], [-9.8559, -1.6037, 13.7428], [-10.0792, -2.1315, 11.4596], [-9.5896, 0.3253, 12.6338], [-5.4151, 0.8144, 16.1620], [-5.9488, 2.1167, 15.8359], [-6.7527, 2.1299, 14.7992], [-7.3723, 1.1787, 14.3993], [-6.8987, 3.3733, 14.3714], [-8.0434, 3.5780, 13.5384], [-4.5187, 0.9046, 16.7717], [-5.1155, 0.3345, 15.2293], [-6.1376, 0.2001, 16.7043], [-8.0827, 4.6228, 13.2544], [-8.9390, 3.2768, 14.0856], [-8.0818, 2.9237, 12.6630], [-12.3112, -0.0988, 16.2893], [-12.4302, 1.1852, 15.6058], [-11.2764, 1.7062, 15.2369], [-10.2524, 1.0928, 15.2681], [-11.3752, 2.9392, 14.7223], [-12.5543, 3.6889, 14.9027], [-11.4003, -0.2242, 16.8848], [-12.2664, -0.8966, 15.5463], [-13.2025, -0.2650, 16.8896], [-13.4694, 3.1013, 14.8337], [-12.6026, 4.5243, 14.2117], [-12.5754, 4.0825, 15.9276]], "forces_ev_per_a": [[-0.55, -0.42, -1.53], [0.76, 3.63, 3.36], [-0.47, 0.75, 0.86], [-4.26, -2.97, 3.05], [1.48, 0.29, -1.47], [0.88, 0.43, -1.89], [1.54, -0.66, 0.56], [0.08, 1.73, -0.74], [-4.56, -2.01, 7.10], [6.27, 0.48, -4.98], [-5.55, -3.45, 2.18], [2.14, 1.31, -2.70], [1.66, 0.36, -4.08], [0.02, -0.85, -0.08], [1.09, 0.15, 0.05], [-0.84, 0.05, 1.14], [0.70, 0.50, -0.57], [0.20, 0.37, -0.39], [-0.94, -0.75, -0.20], [-0.13, 0.63, 0.07], [-0.22, -0.20, 0.10], [-0.19, 0.06, -0.21], [0.20, 0.08, 0.12], [0.00, 0.33, 0.13], [0.51, 0.09, 0.00], [0.14, -1.19, -0.22], [-0.16, 0.58, 0.62], [-1.07, -1.15, -0.41], [0.92, 0.92, 0.10], [0.46, 0.23, -0.32], [-0.91, 0.06, 1.18], [-0.01, 0.14, 0.04], [0.15, 0.18, -0.13], [-0.07, 0.49, 0.02], [0.19, -0.20, -0.39], [0.39, -0.13, -0.24], [0.14, 0.13, -0.13]], "charge": -2, "total_energy_ha": -3191.55434, "de_lowest_kj_mol": 0.00, "homo_energy_ev": [-0.09, -0.09], "spin_multiplicity": 2}